{
  "formula": "C24H44OsP2",
  "method": "ωB97M-V/def2-TZVPD",
  "species": ["Os", "C", "C", "C", "C", "C", "C", "H", "H", "H", "C", "H", "H", "H", "C", "H", "H", "H", "C", "H", "H", "H", "C", "H", "H", "H", "C", "C", "C", "C", "C", "C", "C", "C", "H", "H", "H", "H", "H", "H", "H", "H", "H", "H", "H", "H", "P", "C", "C", "P", "C", "C", "C", "H", "H", "H", "H", "H", "H", "H", "H", "H", "H", "H", "H", "H", "H", "C", "H", "H", "H"],
  "coordinates": [[1.237599, -0.401006, 1.372631], [-1.155516, -0.942425, 2.956759], [-0.886521, -1.975668, 2.051861], [1.158749, -1.305710, 3.068796], [0.053260, -0.440243, 3.502656], [0.535262, -2.191615, 1.966702], [-2.517389, -0.623244, 3.454628], [-3.292160, -1.059437, 2.811150], [-2.678007, 0.457591, 3.511041], [-2.693825, -1.025498, 4.463488], [0.082407, 0.530034, 4.644110], [-0.385847, 1.477501, 4.351850], [1.107947, 0.729835, 4.946309], [-0.449021, 0.134248, 5.519133], [2.193004, -1.851068, 3.986937], [2.015211, -2.930942, 4.062067], [2.146285, -1.363541, 4.967148], [3.192599, -1.660598, 3.595358], [1.228691, -3.396888, 1.408428], [1.581621, -4.038802, 2.231022], [2.080157, -3.056292, 0.791944], [0.544392, -3.976754, 0.767300], [-1.843683, -2.949436, 1.491265], [-2.044651, -3.771899, 2.189243], [-1.411782, -3.378477, 0.585433], [-2.803719, -2.489224, 1.265895], [-1.987809, 3.358592, 0.617215], [-2.906191, 2.411909, 0.851553], [-2.773819, 1.014256, 0.301314], [-2.552754, 0.963880, -1.232948], [-1.106069, 0.654982, -1.713035], [-0.055110, 0.986094, -0.724348], [0.114515, 2.160022, 0.073965], [-0.872608, 3.248672, -0.353359], [-3.749059, 0.528846, 0.482281], [-2.971856, 1.853219, -1.727959], [-2.004845, 0.398814, 0.816430], [-1.250750, 3.054728, -1.375133], [-2.085618, 4.395078, 0.971647], [-3.604863, 2.515288, 1.694636], [-0.288252, 4.173007, -0.420714], [0.146480, 1.814603, 1.147090], [0.882957, 0.347102, -0.713772], [1.155624, 2.508868, -0.119392], [-3.124147, 0.086098, -1.551456], [-1.075050, -0.429180, -1.896185], [-0.345137, 1.163268, -3.333446], [-0.292005, 2.826602, -4.037156], [-1.293712, 0.204768, -4.528850], [2.001962, -0.724815, -2.321943], [1.384373, 0.657303, -3.413924], [1.292268, -2.129802, -3.283539], [3.672239, -0.711535, -3.108429], [0.668146, 3.309774, -3.791351], [-1.157786, 3.452343, -3.775893], [-0.304156, 2.628585, -5.121058], [-1.029309, 0.643006, -5.497339], [-2.370609, 0.328378, -4.342702], [-0.994181, -0.850259, -4.507088], [3.619727, -0.397483, -4.162198], [4.071849, -1.731591, -3.049279], [4.316797, -0.016795, -2.553454], [2.015885, 1.557131, -3.276243], [1.502653, 0.337894, -4.459809], [2.027172, -2.940504, -3.207502], [1.137224, -1.880351, -4.339359], [0.346306, -2.442910, -2.829148], [2.986767, 0.441552, 1.882034], [3.312172, 1.125313, 1.079794], [3.691199, -0.394946, 2.042640], [2.854313, 0.999739, 2.844274]],
  "forces_ev_per_a": [[-1.484, 2.839, -2.832], [0.456, 0.499, 0.737], [1.823, -0.735, -0.435], [-1.038, -1.623, 0.968], [-0.949, -0.643, 0.388], [-0.925, -1.355, 2.068], [-0.542, 0.384, -0.177], [0.193, 0.208, 0.149], [-0.057, -0.080, 0.039], [0.256, 0.075, -0.195], [0.282, 0.153, -0.342], [0.053, -0.147, 0.186], [0.021, 0.127, 0.057], [0.014, 0.002, -0.230], [0.574, 0.164, 0.076], [0.288, 0.279, 0.346], [-0.077, -0.292, -0.150], [0.065, -0.342, 0.161], [0.089, -0.131, -0.134], [0.013, 0.057, -0.422], [-0.153, -0.552, 0.293], [0.398, 0.179, 0.266], [-0.376, 0.130, -0.639], [0.181, 0.173, 0.011], [-0.347, -0.094, 0.005], [-0.063, -0.076, -0.165], [-1.497, 1.309, -0.282], [1.497, -0.057, 1.340], [-0.565, -0.029, -0.404], [-0.371, -0.442, -0.747], [0.843, 0.228, 0.755], [1.793, -2.385, 0.177], [0.677, 0.887, -0.219], [0.751, 0.237, 0.237], [0.484, -0.023, -0.071], [0.020, -0.320, 0.254], [-0.389, 0.406, -0.156], [0.300, 0.070, 0.488], [-0.306, -0.711, 0.487], [0.035, 0.299, -0.719], [-0.478, 0.039, 0.111], [-0.472, 1.005, -0.222], [-1.297, 0.450, -0.401], [-0.345, -0.019, 0.319], [-0.138, 0.369, -0.325], [0.244, 0.007, 0.031], [-0.841, -0.401, -0.442], [-0.153, 0.314, 0.208], [0.264, 0.167, -0.282], [0.904, -0.467, -1.396], [-0.207, 0.314, 0.182], [-0.077, -0.010, 0.326], [0.071, 0.040, 0.231], [-0.597, -0.020, 0.063], [0.357, -0.134, -0.113], [0.006, 0.264, 0.324], [-0.293, -0.405, -0.055], [0.332, -0.109, -0.099], [-0.260, 0.237, 0.027], [0.085, -0.221, 0.334], [0.134, 0.336, 0.020], [-0.003, -0.275, -0.235], [-0.327, -0.435, 0.086], [0.110, 0.096, 0.160], [-0.376, -0.016, -0.048], [0.125, -0.141, 0.169], [0.129, -0.171, -0.197], [0.624, 0.350, 0.713], [0.121, -0.153, 0.321], [0.057, 0.615, -0.198], [0.329, -0.294, -0.781]],
  "lowdin_charge": [1.40, -0.22, -0.22, -0.49, -0.24, -0.43, -0.01, 0.08, 0.09, 0.12, -0.01, 0.10, 0.08, 0.11, 0.00, 0.10, 0.10, 0.08, -0.03, 0.10, 0.08, 0.09, -0.01, 0.12, 0.08, 0.08, -0.09, -0.08, -0.17, -0.15, -0.37, -0.27, -0.23, -0.17, 0.12, 0.13, 0.10, 0.09, 0.12, 0.12, 0.13, 0.11, -0.05, 0.13, 0.12, 0.12, 0.92, -0.15, -0.16, 0.86, -0.46, -0.28, -0.27, 0.07, 0.08, 0.07, 0.07, 0.08, 0.06, 0.06, 0.05, 0.05, 0.08, 0.08, 0.05, 0.05, 0.03, -0.25, 0.02, 0.02, 0.04],
  "charge": 2,
  "largest_force_ev_per_a": 4.3,
  "homo_energy_ev": [-12.7, -13.7],
  "total_energy_ha": -1713.43813,
  "relative_energy_kcal_mol": 48.8,
  "s2": 6.03,
  "multiplicity": 5
}